Density functional theory data (ωB97M-V/def2-TZVPD) for I2O4P as an isolated structure.

Geometry (Å):
O: -0.822 -0.967 1.504
O: 0.340 1.318 1.154
O: 1.453 -0.824 0.073
O: -0.635 0.126 -0.903
P: -0.038 -0.007 0.733
I: 2.265 0.295 -1.257
I: -2.563 0.059 -1.304

E_HOMO = -5.305 eV
ΔE to the lowest compared entry with this formula, charge and spin = 0.0000 eV
Total charge = -1

Mulliken atomic charges, in units of e: -0.65, -0.63, -0.57, -0.54, 1.05, 0.16, 0.18